This record from OMol25 describes one molecule with the formula C4H9NO. The level of theory is wB97M-V/def2-TZVPD.

```
15
C4H9NO (wB97M-V/def2-TZVPD)
O 1.51731 0.78408 -1.66193
N 1.37608 -0.25347 0.52078
C -1.66242 0.49112 0.52831
C 0.25190 -1.14240 0.27075
C -0.72050 -0.19856 -0.44042
C 1.46173 0.77961 -0.32722
H -0.07491 -1.56868 1.23813
H 1.80143 -0.16105 1.43386
H -2.29302 1.22643 0.01388
H 0.69710 0.29710 -1.89204
H 0.54934 -1.98511 -0.36651
H -1.11260 1.03483 1.31099
H -1.30530 -0.72635 -1.21183
H 2.04060 1.61814 0.07030
H -2.34250 -0.20574 1.05354
```

The calculation puts the gap between HOMO and LUMO at 7.187 eV. The maximum force comes out at 0.42 eV Å⁻¹. As for the charge: 0. The value obtained for the HOMO energy is -6.7045 eV. Its LUMO energy is 0.483 eV.

Here are the Löwdin charges for atoms 1 to 4, given in e:
1 O 0.040
2 N 0.012
3 C -0.181
4 C -0.237